# 1
148
Properties=species:S:1:pos:R:3:forces:R:3 method="wB97M-V/def2-TZVPD" smiles="CCCCCCCCCCCCCc1ccc(CCCc2ccccc2)c2c1C(=O)c1c(cccc1S(C)(=O)=O)C2=O.CNC(C)=O.CNC(C)=O.CNC(C)=O.CNC(C)=O.CNC(C)=O" energy_ev=-91948.3522 fmax_ev_per_a=4.5 orbital_gap_ev=7.58
C 0.9261 5.4231 7.3356 -0.540 -0.346 0.205
C -0.2793 4.3820 7.4312 0.590 0.293 -0.310
C -0.6790 3.8698 5.9844 0.339 -0.292 0.966
C -1.6217 2.5903 6.0599 0.993 0.548 -0.650
C -0.7585 1.2928 5.7227 -1.050 0.230 0.132
C 0.0814 0.7979 6.9607 0.278 0.117 -0.455
C 0.4091 -0.7540 6.9247 -0.325 1.112 -0.132
C -0.9062 -1.5975 7.1026 0.337 -0.469 0.316
C -0.7471 -3.1181 6.6885 -0.117 0.578 0.768
C -0.4107 -3.3216 5.1610 -0.787 0.082 0.161
C -1.6964 -3.6688 4.2764 -0.039 -0.529 0.968
C -1.4571 -4.8422 3.2388 0.084 0.884 -0.059
C -1.4449 -4.3491 1.7200 0.746 -0.882 0.374
C -0.6615 -3.0174 1.5665 0.524 1.067 0.071
C 0.7110 -2.9131 2.1254 -1.214 1.916 -1.297
C 1.4458 -1.6635 2.0222 -1.844 -0.725 -0.634
C 0.8767 -0.4676 1.3534 -0.104 -1.857 0.927
C 1.7539 0.8156 1.3377 -0.579 0.343 0.102
C 1.9289 1.4908 -0.0828 0.461 0.069 -0.122
C 1.8900 0.5088 -1.3134 0.642 0.274 -0.508
C 3.1665 -0.3674 -1.5080 1.633 -1.160 -1.036
C 3.9426 -0.9979 -0.4512 0.845 -0.413 -1.384
C 5.1376 -1.8094 -0.7389 -1.329 1.192 -2.084
C 5.5747 -1.9902 -2.1297 -1.533 0.573 1.334
C 4.8078 -1.3907 -3.2122 -0.758 0.343 2.137
C 3.6215 -0.6010 -2.8964 1.017 -0.753 1.454
C -0.4578 -0.5923 0.8043 0.529 -0.686 0.414
C -1.2247 -1.8583 0.9083 1.440 0.893 0.057
C -2.6639 -1.8125 0.2969 1.351 -0.064 0.291
O -3.5901 -2.3117 0.8805 0.141 0.376 -0.605
C -2.7693 -1.0436 -1.0585 0.307 1.409 -1.518
C -1.9970 0.2160 -1.1642 -0.639 -0.649 -0.709
C -2.0249 1.0394 -2.3649 -1.291 -1.500 -0.181
C -2.8549 0.6216 -3.4992 0.096 -1.407 1.984
C -3.6077 -0.6256 -3.4290 1.187 0.736 1.287
C -3.5557 -1.4575 -2.2154 1.160 1.594 0.051
S -4.5096 -3.0088 -2.2391 -4.128 -0.927 -1.585
C -3.3801 -4.4407 -2.5239 0.850 0.427 -0.917
O -5.4104 -3.2019 -1.1057 2.237 0.243 0.001
O -5.3507 -2.9437 -3.4588 2.070 0.286 0.631
C -1.1228 0.6198 0.0750 -0.363 -1.370 -0.330
O -0.9970 1.7727 0.4152 0.089 -0.539 -0.294
H 1.4425 5.2580 6.3493 -0.392 0.430 0.998
H 0.5240 6.4627 7.4194 0.542 -0.741 -0.313
H 1.6790 5.2785 8.1619 -0.803 0.132 -0.829
H -1.1797 4.8304 7.9363 0.885 -0.360 -0.451
H 0.0762 3.5423 8.0855 -0.520 0.468 -0.762
H 0.2872 3.5839 5.4718 -1.025 0.285 0.374
H -1.1232 4.7145 5.3984 0.263 -0.699 0.517
H -2.4624 2.7226 5.3216 0.779 -0.340 0.773
H -2.0420 2.5365 7.1005 0.213 -0.147 -1.008
H -0.0774 1.5181 4.8526 -0.651 -0.217 0.835
H -1.4983 0.5272 5.3463 0.931 0.457 0.549
H 1.0486 1.3817 6.9482 -0.862 -0.613 0.138
H -0.4354 1.0900 7.9206 0.369 -0.497 -0.917
H 0.9423 -0.9566 5.9517 -0.610 0.045 0.901
H 1.1541 -0.9320 7.7480 -0.788 -0.219 -0.697
H -1.7830 -1.1764 6.5439 0.927 -0.149 0.318
H -1.1820 -1.5283 8.1968 0.188 -0.186 -1.068
H -1.7074 -3.6333 6.9863 0.943 0.354 -0.515
H 0.0399 -3.5551 7.3703 -0.577 0.332 -0.887
H 0.3431 -4.1540 5.0971 -0.623 0.896 -0.226
H -0.0053 -2.3615 4.7487 0.097 -1.033 0.407
H -2.4767 -4.0292 5.0066 0.623 0.402 -0.756
H -2.1177 -2.7405 3.8026 0.469 -0.913 0.279
H -0.4490 -5.2912 3.4650 -1.074 0.214 -0.197
H -2.2539 -5.6157 3.4219 0.895 0.601 -0.520
H -0.8910 -5.1419 1.1352 -0.612 0.956 0.502
H -2.4819 -4.3356 1.3091 0.903 0.412 0.391
H 1.1520 -3.8132 2.6170 -0.370 1.009 -0.494
H 2.4714 -1.6484 2.4735 -1.084 0.243 -0.577
H 1.2777 1.5405 2.0626 0.440 -0.566 -0.879
H 2.7805 0.6276 1.7616 -1.160 -0.226 -0.401
H 1.1968 2.3368 -0.2497 0.801 -1.184 0.378
H 2.9563 1.9610 -0.0840 -1.065 -0.373 -0.068
H 1.8165 1.1605 -2.2347 0.036 -0.679 0.894
H 1.0004 -0.1709 -1.3471 0.597 0.614 0.278
H 3.6546 -0.8938 0.6151 0.169 -0.007 -0.998
H 5.7083 -2.2736 0.0994 -0.583 0.448 -0.852
H 6.4766 -2.6266 -2.2843 -0.917 0.819 -0.211
H 5.1220 -1.5274 -4.2680 -0.261 0.125 0.942
H 3.0321 -0.1577 -3.7298 0.541 -0.321 0.743
H -1.4313 1.9849 -2.4541 -0.592 -1.050 0.300
H -2.9355 1.2305 -4.4244 0.204 -0.457 0.874
H -4.2056 -0.9049 -4.3281 0.474 -0.090 1.154
H -3.2567 -4.4753 -3.6446 -0.226 0.234 1.136
H -2.3545 -4.2780 -2.1054 -1.018 -0.285 0.082
H -3.8550 -5.4081 -2.2335 0.220 1.103 0.218
C 10.6725 -1.1115 -2.3341 0.044 -0.062 -0.026
C 9.2191 -0.7092 -2.3537 -0.378 -0.050 -0.147
O 8.3956 -1.2822 -3.0503 0.254 -0.040 -0.065
N 8.8353 0.3272 -1.5621 0.240 -0.211 -0.129
C 9.6522 1.1273 -0.6728 -0.529 0.097 -0.051
H 10.8221 -1.9483 -3.0133 -0.146 0.075 0.025
H 11.2972 -0.2802 -2.6656 0.081 -0.037 0.151
H 10.9629 -1.4241 -1.3295 0.131 0.118 -0.028
H 7.8495 0.5380 -1.6279 0.049 -0.027 0.021
H 9.2553 1.0358 0.3405 0.219 0.116 0.075
H 9.5869 2.1715 -0.9856 0.200 0.040 0.164
H 10.6926 0.8144 -0.6807 -0.089 -0.041 -0.058
C -0.1340 -8.6827 -1.0566 0.092 0.016 -0.004
C -1.0591 -7.5668 -0.6439 -0.052 0.306 0.059
O -0.6822 -6.4050 -0.5685 0.042 -0.172 -0.219
N -2.3479 -7.8850 -0.3511 0.373 -0.027 -0.145
C -2.9792 -9.1898 -0.3807 -0.308 0.399 0.149
H 0.8543 -8.2739 -1.2563 -0.130 0.090 0.045
H -0.0497 -9.4173 -0.2539 -0.046 -0.108 -0.132
H -0.5025 -9.1593 -1.9666 0.016 -0.141 0.100
H -2.9071 -7.0883 -0.0828 0.007 -0.074 0.025
H -3.8142 -9.1562 -1.0834 0.000 -0.255 0.027
H -3.3642 -9.4122 0.6163 -0.029 -0.231 -0.092
H -2.2877 -9.9716 -0.6816 0.022 0.120 0.011
C -8.2365 2.9972 -3.3108 -0.059 0.074 -0.045
C -6.7544 2.7596 -3.4538 0.404 0.121 -0.161
O -6.0408 3.4940 -4.1239 -0.120 -0.022 0.017
N -6.2183 1.6912 -2.8094 -0.361 0.257 -0.088
C -6.8907 0.7126 -1.9755 0.565 -0.111 -0.091
H -8.5143 3.8822 -3.8797 0.156 -0.058 0.010
H -8.7933 2.1442 -3.7026 -0.070 0.006 0.165
H -8.4910 3.1643 -2.2629 -0.114 -0.134 -0.034
H -5.2235 1.5960 -2.9510 -0.063 -0.038 0.066
H -6.4394 0.7344 -0.9813 -0.195 -0.151 0.071
H -6.7397 -0.2781 -2.4103 -0.178 -0.091 0.180
H -7.9558 0.9097 -1.8914 0.083 0.062 -0.063
C 0.8392 6.2312 -3.4140 0.085 -0.062 0.015
C 0.7535 4.7975 -2.9574 0.104 -0.276 -0.024
O 1.0658 3.8618 -3.6853 -0.060 0.019 0.018
N 0.3134 4.5568 -1.6955 0.064 0.227 -0.356
C -0.1002 5.5153 -0.6904 -0.050 -0.511 0.153
H 1.2049 6.2643 -4.4367 -0.019 0.015 0.119
H -0.1491 6.6929 -3.3852 0.104 0.148 0.035
H 1.5347 6.7840 -2.7800 -0.146 0.101 0.032
H 0.2835 3.5755 -1.4618 -0.062 0.086 0.067
H 0.5361 5.3930 0.1888 -0.102 0.205 0.080
H -1.1335 5.3012 -0.4109 0.017 0.208 0.121
H -0.0282 6.5388 -1.0475 0.033 -0.107 -0.074
C -0.0214 5.0292 -6.6864 -0.075 0.055 -0.070
C -0.0077 6.4015 -7.3089 -0.020 0.305 0.094
O 0.0595 7.4194 -6.6338 0.023 -0.106 0.006
N -0.0724 6.4858 -8.6652 0.020 -0.149 0.304
C -0.1558 5.4061 -9.6273 0.004 0.514 -0.169
H 0.0348 5.1229 -5.6078 -0.008 -0.041 -0.151
H -0.9485 4.5115 -6.9404 0.111 -0.120 -0.067
H 0.8399 4.4534 -7.0291 -0.118 -0.135 0.020
H -0.0585 7.4343 -9.0093 -0.004 -0.072 0.001
H 0.7031 5.4712 -10.2987 -0.068 -0.241 -0.081
H -1.0711 5.5294 -10.2102 0.044 -0.244 -0.085
H -0.1639 4.4314 -9.1478 0.007 0.111 0.054


# 2
165
Properties=species:S:1:pos:R:3:forces:R:3 method="wB97M-V/def2-TZVPD" energy_ev=-168767.0889 fmax_ev_per_a=2.5 orbital_gap_ev=7.88
C -0.9237 6.1655 1.5938 -0.108 0.283 -0.736
C 0.1360 5.2496 0.9662 0.324 -0.379 0.086
C 1.4608 6.0213 1.0891 -0.738 -0.270 0.411
S 1.0451 7.6957 0.6035 0.022 -0.450 1.124
O 1.1793 7.7886 -0.8027 0.090 0.291 -1.476
O 1.7292 8.6302 1.4548 -0.048 0.184 0.205
C -0.6981 7.5893 1.0263 -0.599 -0.061 0.487
H -0.8386 6.1108 2.6798 -0.017 0.252 -0.008
H -1.9217 5.8433 1.2998 -0.079 -0.099 0.238
H -0.0635 4.9398 -0.0632 -0.052 0.454 0.031
H 0.1681 4.3193 1.5405 0.187 0.004 0.016
H 2.2732 5.6868 0.4563 0.021 -0.020 -0.078
H 1.7231 6.0311 2.1502 0.298 0.201 -0.127
H -1.3233 7.7523 0.1494 0.406 -0.149 -0.306
H -0.9574 8.4058 1.6990 0.253 -0.135 0.253
C -5.7504 -0.2250 -4.2431 -0.142 1.051 0.273
C -5.9030 0.7244 -5.4506 0.045 1.656 0.502
C -4.6399 0.7833 -6.2884 0.368 -1.212 0.352
S -3.3372 0.6869 -5.0563 -0.583 -0.490 0.246
O -3.1122 2.0133 -4.5551 0.108 0.386 0.265
O -2.2522 -0.1324 -5.5062 0.682 0.071 -0.451
C -4.2639 -0.3074 -3.8793 -0.237 -0.825 -1.114
H -6.1695 -1.2032 -4.4595 0.064 -0.121 0.141
H -6.2611 0.2354 -3.3970 -0.412 -0.272 -0.105
H -5.9628 1.7324 -5.0103 -0.221 -0.128 -0.103
H -6.8088 0.6294 -6.0413 -0.030 -0.436 -0.022
H -4.4905 1.6920 -6.8543 -0.076 0.069 -0.202
H -4.4873 -0.1262 -6.8729 -0.090 0.194 -0.339
H -3.9220 -0.0480 -2.8871 -0.178 -0.103 0.228
H -4.0239 -1.3327 -4.1567 0.835 0.047 0.445
C -0.8265 1.8619 5.3292 0.029 -0.282 0.371
C -1.0236 2.4130 3.9127 -0.345 0.003 0.819
C -2.4542 2.1058 3.4812 0.004 -0.021 -0.003
S -2.9197 0.5820 4.3671 2.506 -0.143 -0.326
O -2.9384 -0.5493 3.4845 -0.480 -0.264 -0.702
O -3.9682 0.8356 5.2759 -1.985 0.517 0.897
C -1.4018 0.4537 5.3186 0.328 0.265 -0.512
H -1.3496 2.4097 6.1189 -0.044 0.345 -0.328
H 0.2291 1.8620 5.5953 -0.001 -0.147 0.069
H -0.3026 1.8862 3.2831 0.027 0.373 -0.248
H -0.8989 3.4948 3.9377 0.422 -0.018 -0.432
H -2.5431 1.9985 2.4051 -0.240 -0.280 -0.025
H -3.1290 2.8947 3.8081 -0.132 -0.106 0.082
H -0.7891 -0.2352 4.7359 0.188 -0.057 0.258
H -1.6054 0.0751 6.3119 -0.145 -0.242 0.013
C 1.6496 -7.8810 -1.5104 0.292 0.444 -0.009
C 2.1566 -6.4261 -1.7271 0.039 -0.907 -0.807
C 1.0934 -5.4625 -1.2582 -0.169 -0.192 -0.047
S 0.2180 -6.3465 0.0329 0.572 0.597 -1.044
O -1.1326 -6.5474 -0.3995 -0.619 -0.160 0.370
O 0.5428 -5.6679 1.2609 -0.336 -0.267 0.531
C 1.1198 -7.8893 -0.0970 0.153 -0.105 0.871
H 2.5015 -8.5443 -1.6392 -0.132 -0.267 0.046
H 0.8625 -8.1721 -2.2078 0.030 0.133 -0.078
H 2.3286 -6.2978 -2.7992 0.306 0.210 0.174
H 3.0988 -6.3481 -1.1843 -0.012 0.347 -0.036
H 0.3779 -5.2799 -2.0564 -0.134 0.091 0.095
H 1.4599 -4.5254 -0.8492 0.098 0.011 0.074
H 0.4903 -8.7205 0.2099 -0.254 0.047 -0.242
H 1.9118 -7.8158 0.6528 0.132 0.057 -0.173
C 3.7910 4.1853 -4.7066 0.537 0.419 0.308
C 2.4398 3.9080 -5.3509 -0.518 0.613 -0.283
C 1.4078 3.8334 -4.2418 0.508 -0.301 0.674
S 1.8530 5.1637 -3.1438 -0.073 0.542 -0.770
O 1.6245 4.8201 -1.7616 -0.197 -0.072 0.100
O 1.2807 6.3563 -3.7171 0.075 0.108 0.248
C 3.6192 5.0972 -3.4780 -0.483 -0.950 0.781
H 4.4830 4.6907 -5.3780 0.008 -0.376 -0.267
H 4.2278 3.2479 -4.3604 0.155 0.027 -0.127
H 2.4191 2.9897 -5.9289 0.154 -0.008 -0.166
H 2.1915 4.7532 -5.9975 -0.098 -0.164 -0.147
H 1.5562 2.9405 -3.6428 -0.210 -0.400 0.016
H 0.3697 3.9486 -4.5213 -0.152 0.004 -0.099
H 3.9767 4.5672 -2.5949 0.292 0.249 0.052
H 4.0354 6.0954 -3.4902 -0.064 0.170 -0.312
C -0.7190 -1.9799 0.5980 0.950 -0.118 0.924
C -0.2246 -0.6923 1.2950 0.399 -0.376 0.046
C -0.7962 0.4577 0.4922 -0.711 -0.011 0.101
S -0.4309 -0.0123 -1.1941 1.205 -1.126 1.046
O 0.9552 0.3139 -1.4547 -0.032 0.647 -0.306
O -1.4628 0.3270 -2.1198 -0.560 0.649 -0.564
C -0.4728 -1.7750 -0.8634 -1.623 0.081 -1.796
H -1.7697 -2.1639 0.8156 -0.087 0.232 -0.111
H -0.1785 -2.8574 0.9624 0.010 0.063 0.028
H 0.8687 -0.6093 1.2300 -0.066 -0.246 0.125
H -0.5048 -0.6901 2.3476 -0.145 0.220 -0.033
H -0.3523 1.4240 0.7166 -0.117 0.142 -0.122
H -1.8892 0.4442 0.5711 0.039 0.361 0.041
H 0.3711 -2.2111 -1.3904 0.355 -0.095 0.507
H -1.3598 -2.0502 -1.4464 0.155 -0.364 0.094
C 3.3568 0.6675 2.8964 0.326 0.455 -0.779
C 4.1408 1.7044 3.7745 0.029 -1.552 -0.074
C 3.5846 1.5616 5.1476 -1.597 0.770 1.648
S 3.0404 -0.1136 5.4937 -0.448 0.691 -2.036
O 1.7873 -0.0965 6.1984 -0.107 0.105 0.121
O 4.1495 -0.8402 5.9998 1.013 -0.821 0.737
C 2.8467 -0.5464 3.7250 0.784 1.031 -0.132
H 4.0470 0.3228 2.1179 -0.037 -0.214 0.231
H 2.6073 1.1656 2.2662 -0.364 -0.072 0.633
H 3.9929 2.7191 3.4369 0.192 0.115 -0.222
H 5.1908 1.4066 3.7571 0.059 0.373 -0.048
H 2.6494 2.1377 5.2177 0.065 -0.097 -0.084
H 4.1374 1.8664 6.0343 0.532 0.030 -0.241
H 1.8234 -0.8154 3.5044 -0.095 -0.314 0.077
H 3.5785 -1.3251 3.5378 -0.446 -0.569 0.221
N 0.7790 -4.4108 3.7100 1.014 -0.565 0.170
C 1.7118 -4.6584 4.7053 -0.488 -0.643 -0.975
C 1.5252 -3.7687 5.7111 -0.043 0.690 0.096
C 0.4721 -2.9072 5.3052 -0.746 -0.372 -0.387
C 0.0230 -3.3507 4.0644 0.248 0.873 0.739
H 0.7264 -4.9251 2.8332 -0.101 0.259 0.414
H 2.3660 -5.5081 4.6260 0.147 0.018 -0.037
H 2.1206 -3.6838 6.6031 -0.064 -0.069 0.118
H -0.0192 -2.1660 5.9081 0.193 0.275 -0.025
H -0.7006 -2.9093 3.3947 -0.174 -0.231 0.131
N 4.3659 -1.9169 -0.8002 -0.472 -0.555 0.610
C 4.7853 -3.1868 -0.4366 -0.850 0.767 -0.219
C 3.8533 -3.6869 0.4561 0.656 0.091 -0.442
C 2.8572 -2.6891 0.6506 0.447 0.617 -0.418
C 3.2039 -1.6021 -0.1480 -0.079 -0.929 0.520
H 4.8327 -1.2969 -1.4276 0.182 0.104 -0.195
H 5.6401 -3.5937 -0.9448 0.134 -0.256 0.265
H 3.9234 -4.6710 0.8937 -0.153 0.080 0.140
H 2.0206 -2.7221 1.3335 0.028 -0.119 -0.078
H 2.6741 -0.6809 -0.3133 0.136 0.162 -0.081
N -4.0689 3.3768 -0.5184 0.773 -1.715 -0.974
C -4.2440 2.1266 -1.1297 -0.179 0.781 1.524
C -4.8656 1.3389 -0.1886 -0.510 -0.487 -0.401
C -5.0936 2.0878 1.0003 1.334 0.784 -0.508
C -4.4460 3.2985 0.7853 -1.462 0.386 0.131
H -3.5471 4.1018 -0.9723 0.080 0.246 0.216
H -3.7973 1.8702 -2.0705 -0.058 0.303 -0.250
H -5.1604 0.3108 -0.3592 0.089 0.126 0.046
H -5.6073 1.8160 1.9051 0.067 -0.214 0.042
H -4.4149 4.1900 1.3941 -0.005 -0.092 0.095
N -0.1276 -5.2143 -4.4414 0.262 0.702 -0.576
C -1.3422 -5.5201 -3.9151 -0.331 0.267 0.387
C -1.9529 -4.3362 -3.5650 -0.389 -0.474 -0.701
C -1.1215 -3.2774 -4.0415 -1.154 0.619 0.603
C -0.0247 -3.8377 -4.5505 1.484 -0.941 -0.613
H 0.4945 -5.8577 -4.8824 0.142 -0.212 -0.092
H -1.6998 -6.5366 -3.9099 0.038 0.019 0.342
H -2.9531 -4.2870 -3.1750 0.012 0.190 0.180
H -1.3017 -2.2151 -4.1267 -0.221 -0.021 0.404
H 0.8138 -3.3547 -5.0167 0.204 -0.137 -0.043
N 4.8290 3.2890 0.9720 0.775 -0.045 -0.088
C 5.8883 2.6258 0.4177 0.988 -0.208 1.358
C 5.5014 2.0534 -0.7403 0.438 0.145 -0.427
C 4.1745 2.4718 -0.9548 -0.116 -0.799 -1.060
C 3.7912 3.2020 0.1154 -1.373 0.576 -0.197
H 4.9148 3.9226 1.7370 -0.115 0.131 0.293
H 6.8256 2.5351 0.9425 0.003 0.145 0.020
H 6.1606 1.4846 -1.3703 -0.102 -0.135 -0.178
H 3.6189 2.2429 -1.8428 -0.507 -0.063 0.038
H 2.8391 3.6732 0.2776 0.012 0.097 0.123
N -5.5873 -2.6361 -0.6708 0.078 0.467 0.681
C -5.2599 -2.2241 0.6097 -0.119 -0.302 -0.609
C -4.2533 -3.0279 1.0374 0.533 -1.400 0.057
C -3.9769 -3.9919 0.0049 0.061 0.692 -0.361
C -4.8021 -3.6952 -1.0514 -0.226 0.438 0.253
H -6.3265 -2.2173 -1.1955 -0.123 -0.025 -0.290
H -5.7800 -1.4207 1.0962 -0.069 0.055 0.034
H -3.7757 -3.1073 2.0020 -0.149 0.528 0.078
H -3.1801 -4.7177 -0.0063 -0.074 -0.150 0.095
H -4.9065 -4.0611 -2.0586 0.090 -0.309 0.097